{
  "formula": "C17H19Br2InNO9PSe4Te",
  "method": "ωB97M-V with the def2-TZVPD basis set",
  "symbols": ["In", "O", "C", "O", "C", "O", "C", "C", "O", "O", "H", "H", "H", "H", "H", "Se", "Se", "Se", "Se", "Br", "C", "C", "C", "Br", "C", "C", "C", "C", "N", "C", "C", "O", "H", "H", "H", "H", "C", "C", "O", "P", "O", "Te", "O", "C", "C", "H", "H", "H", "H", "H", "H", "H", "H", "H", "H"],
  "xyz": [[-0.915, 0.299, -0.397], [3.456, 1.047, 1.311], [2.145, 0.845, 1.159], [1.437, 1.523, 0.465], [1.634, -0.195, 2.121], [0.345, -0.662, 1.792], [-0.647, -0.242, 2.731], [-1.026, 1.243, 2.556], [-1.060, 1.954, 3.559], [-1.307, 1.601, 1.360], [3.787, 1.504, 0.520], [2.330, -1.034, 2.113], [1.646, 0.268, 3.114], [-1.542, -0.825, 2.519], [-0.307, -0.433, 3.751], [0.508, 1.606, -2.261], [-0.835, 1.274, -4.106], [-2.924, 2.056, -3.318], [-3.371, 0.574, -1.598], [-4.087, -3.451, 1.879], [-2.988, -3.642, 0.337], [-3.006, -4.856, -0.346], [-2.212, -5.028, -1.448], [-2.266, -6.711, -2.350], [-1.362, -3.998, -1.907], [-0.519, -4.079, -3.038], [0.297, -3.029, -3.353], [0.270, -1.876, -2.556], [-0.537, -1.765, -1.531], [-1.344, -2.782, -1.181], [-2.187, -2.551, -0.030], [-2.177, -1.438, 0.584], [-3.646, -5.656, -0.001], [-0.521, -4.974, -3.646], [0.982, -3.064, -4.187], [0.929, -1.042, -2.754], [3.842, -3.181, 1.255], [4.796, -2.149, 0.673], [4.721, -2.134, -0.745], [3.705, -1.055, -1.475], [2.474, -0.881, -0.661], [3.783, -1.696, -3.717], [4.568, 0.356, -1.220], [5.861, 0.475, -1.799], [5.936, 1.666, -2.737], [3.885, -3.178, 2.347], [4.095, -4.177, 0.889], [2.826, -2.949, 0.932], [5.830, -2.397, 0.936], [4.579, -1.154, 1.074], [6.101, -0.434, -2.356], [6.593, 0.583, -0.988], [5.178, 1.573, -3.514], [6.924, 1.700, -3.203], [5.771, 2.599, -2.193]],
  "lowdin_charge": [0.498, 0.100, -0.524, -0.009, -0.100, -0.141, -0.118, -0.628, 0.014, -0.091, 0.119, 0.116, 0.150, 0.110, 0.125, 0.134, -0.093, -0.147, 0.024, 0.714, -0.595, -0.200, -0.635, 0.688, -0.188, -0.026, -0.055, -0.189, 0.065, -0.134, -0.430, -0.185, 0.084, 0.073, 0.055, -0.010, -0.085, -0.307, -0.340, 0.119, -0.347, 0.396, -0.325, -0.362, -0.090, 0.071, 0.072, 0.067, 0.110, 0.091, 0.050, 0.113, 0.062, 0.068, 0.069],
  "homo_energy_ev": -2.201,
  "charge": -2,
  "lumo_energy_ev": 3.8,
  "relative_energy_kcal_mol": 7.0
}



{
  "formula": "C17H19Cl36N3O2P",
  "method": "ωB97M-V with the def2-TZVPD basis set",
  "symbols": ["C", "C", "C", "N", "C", "N", "C", "C", "C", "O", "N", "P", "C", "O", "H", "H", "H", "H", "H", "H", "H", "H", "H", "H", "H", "H", "H", "H", "H", "H", "H", "H", "H", "C", "Cl", "Cl", "Cl", "Cl", "C", "Cl", "Cl", "Cl", "Cl", "C", "Cl", "Cl", "Cl", "Cl", "C", "Cl", "Cl", "Cl", "Cl", "C", "Cl", "Cl", "Cl", "Cl", "C", "Cl", "Cl", "Cl", "Cl", "C", "Cl", "Cl", "Cl", "Cl", "C", "Cl", "Cl", "Cl", "Cl", "C", "Cl", "Cl", "Cl", "Cl"],
  "xyz": [[1.442, -1.196, 4.451], [0.907, -2.121, 3.543], [1.578, -2.282, 2.123], [0.600, -2.106, 1.024], [0.339, -0.710, 0.687], [1.319, -0.007, -0.054], [2.224, 0.821, 0.796], [3.762, 0.517, 0.543], [4.481, 0.219, 1.939], [4.443, 1.589, -0.139], [-0.832, -0.214, 1.079], [-1.314, 1.457, 0.626], [-3.198, 1.636, 0.826], [-0.718, 2.552, 1.843], [2.566, -1.120, 4.442], [0.847, -0.539, 5.127], [-0.002, -2.696, 3.847], [1.959, -3.349, 2.074], [2.486, -1.630, 1.992], [-0.281, -2.492, 1.397], [0.918, 0.504, -0.841], [2.053, 1.908, 0.497], [1.927, 0.780, 1.892], [3.857, -0.403, -0.100], [5.457, 0.781, 2.021], [3.826, 0.474, 2.833], [4.640, -0.904, 1.987], [4.296, 2.387, 0.404], [-1.481, -0.798, 1.620], [-3.561, 1.295, 1.848], [-3.372, 2.758, 0.816], [-3.777, 1.108, 0.025], [-0.462, 1.999, 2.607], [-1.585, 0.119, -3.299], [-0.038, 0.959, -3.084], [-2.520, 0.142, -1.778], [-2.513, 0.943, -4.561], [-1.286, -1.560, -3.779], [0.227, -5.527, -4.361], [1.815, -6.094, -4.911], [0.287, -5.197, -2.617], [-0.204, -4.040, -5.231], [-0.995, -6.768, -4.687], [-2.811, -2.443, 6.312], [-1.249, -1.868, 5.689], [-3.985, -2.516, 4.981], [-2.608, -4.059, 7.010], [-3.397, -1.327, 7.558], [1.892, 3.880, 5.060], [3.352, 4.579, 4.334], [0.767, 3.388, 3.764], [2.342, 2.487, 6.053], [1.103, 5.092, 6.085], [-4.886, -5.844, -4.826], [-4.287, -7.213, -3.869], [-6.482, -5.356, -4.227], [-3.751, -4.479, -4.663], [-5.016, -6.330, -6.526], [-0.656, 6.844, 2.146], [-1.188, 8.480, 1.718], [-1.344, 5.679, 0.997], [1.116, 6.762, 2.083], [-1.207, 6.454, 3.787], [-4.394, 4.732, -6.042], [-2.843, 5.561, -5.809], [-5.310, 4.751, -4.522], [-5.324, 5.559, -7.304], [-4.097, 3.051, -6.531], [-3.818, -2.825, -9.119], [-5.244, -3.470, -9.955], [-3.851, -1.051, -9.175], [-3.832, -3.365, -7.428], [-2.347, -3.415, -9.916], [8.652, 0.910, 3.355], [9.101, -0.517, 4.306], [7.025, 1.445, 3.824], [9.814, 2.215, 3.659], [8.661, 0.499, 1.629]],
  "lowdin_charge": [-0.031, -0.174, -0.183, 0.075, -0.314, 0.043, -0.133, -0.368, -0.073, -0.051, -0.042, 0.899, -0.270, -0.470, 0.078, 0.021, 0.038, 0.133, 0.099, 0.122, 0.032, 0.141, 0.110, 0.150, 0.007, 0.067, 0.087, 0.099, 0.137, 0.060, 0.061, -0.012, -0.046, -1.965, 0.574, 0.545, 0.535, 0.501, -2.015, 0.540, 0.505, 0.476, 0.513, -2.011, 0.579, 0.512, 0.545, 0.541, -1.991, 0.525, 0.580, 0.530, 0.535, -2.006, 0.511, 0.534, 0.441, 0.523, -2.024, 0.540, 0.513, 0.512, 0.504, -2.034, 0.519, 0.513, 0.534, 0.486, -2.022, 0.527, 0.513, 0.453, 0.524, -2.023, 0.526, 0.532, 0.532, 0.527],
  "homo_energy_ev": -12.247,
  "charge": 1,
  "lumo_energy_ev": -3.9
}



{
  "formula": "C17H19ClN4O4S2",
  "method": "ωB97M-V with the def2-TZVPD basis set",
  "symbols": ["C", "C", "C", "C", "O", "N", "C", "S", "C", "C", "O", "N", "C", "C", "C", "S", "O", "O", "N", "C", "C", "C", "C", "C", "C", "C", "Cl", "N", "H", "H", "H", "H", "H", "H", "H", "H", "H", "H", "H", "H", "H", "H", "H", "H", "H", "H", "H"],
  "xyz": [[2.549, 1.129, 0.468], [1.992, 1.103, -0.916], [1.290, 2.150, -1.429], [0.780, 2.120, -2.771], [0.113, 2.957, -3.340], [1.132, 0.935, -3.453], [1.798, -0.068, -2.855], [2.049, -1.526, -3.801], [2.353, -2.679, -2.430], [1.285, -2.436, -1.371], [0.161, -2.094, -1.643], [1.729, -2.661, -0.100], [1.079, -2.232, 1.054], [0.239, -1.123, 1.033], [-0.326, -0.660, 2.199], [-1.194, 0.912, 2.135], [-0.188, 1.929, 2.271], [-2.257, 0.894, 3.102], [-1.727, 0.935, 0.553], [-2.904, 0.100, 0.329], [-3.998, 1.026, -0.228], [-3.509, 2.425, 0.148], [-1.996, 2.265, 0.021], [-0.097, -1.286, 3.410], [0.735, -2.394, 3.449], [1.326, -2.851, 2.283], [2.412, -4.198, 2.343], [2.236, -0.028, -1.640], [2.923, 0.147, 0.743], [3.369, 1.844, 0.517], [1.784, 1.448, 1.175], [1.083, 3.023, -0.834], [0.796, 0.835, -4.404], [3.357, -2.518, -2.043], [2.262, -3.678, -2.858], [2.593, -3.166, 0.047], [0.039, -0.607, 0.111], [-2.646, -0.701, -0.368], [-3.200, -0.342, 1.284], [-4.975, 0.796, 0.192], [-4.050, 0.930, -1.312], [-3.904, 3.202, -0.502], [-3.767, 2.651, 1.183], [-1.420, 2.994, 0.588], [-1.684, 2.291, -1.027], [-0.560, -0.899, 4.303], [0.939, -2.895, 4.382]],
  "nbo_charge": [-0.672, 0.275, -0.397, 0.628, -0.611, -0.593, 0.348, 0.292, -0.618, 0.710, -0.600, -0.620, 0.117, -0.153, -0.323, 2.318, -0.948, -0.939, -0.678, -0.244, -0.416, -0.418, -0.232, -0.184, -0.217, -0.043, 0.008, -0.576, 0.223, 0.235, 0.263, 0.238, 0.429, 0.243, 0.258, 0.416, 0.262, 0.212, 0.220, 0.222, 0.207, 0.222, 0.212, 0.237, 0.208, 0.244, 0.236],
  "homo_energy_ev": -8.886,
  "charge": 0,
  "smiles": "Cc1cc(=O)[nH]c(SCC(=O)Nc2cc(S(=O)(=O)N3CCCC3)ccc2Cl)n1",
  "lumo_energy_ev": 0.3
}



{
  "formula": "C17H19CuNO4P2",
  "method": "ωB97M-V with the def2-TZVPD basis set",
  "symbols": ["Cu", "O", "C", "O", "C", "C", "C", "N", "C", "C", "C", "O", "O", "H", "H", "H", "C", "P", "C", "C", "C", "C", "C", "C", "C", "P", "C", "C", "H", "H", "H", "H", "H", "H", "H", "H", "H", "H", "H", "H", "H", "H", "H", "H"],
  "xyz": [[0.033, -0.436, -0.034], [-5.940, 2.949, -1.166], [-5.175, 2.499, -2.042], [-5.184, 2.639, -3.276], [-4.004, 1.640, -1.490], [-3.881, 1.431, -0.119], [-2.805, 0.713, 0.361], [-1.867, 0.205, -0.446], [-1.987, 0.370, -1.771], [-3.043, 1.079, -2.323], [-0.871, -0.248, -2.632], [-0.996, -0.198, -3.848], [0.097, -0.777, -1.980], [-4.632, 1.856, 0.534], [-2.661, 0.543, 1.423], [-3.111, 1.208, -3.393], [2.119, 3.421, 0.231], [0.682, 2.260, 0.206], [-0.585, 3.374, -0.503], [0.296, 2.246, 2.008], [-0.222, 3.358, 2.663], [-0.486, 3.331, 4.024], [-0.220, 2.182, 4.752], [0.298, 1.065, 4.113], [0.552, 1.076, 2.743], [1.102, -0.426, 1.838], [1.003, -1.750, 3.096], [2.918, -0.205, 1.739], [1.867, 4.358, 0.731], [2.420, 3.629, -0.797], [2.961, 2.960, 0.748], [-0.555, 4.382, -0.088], [-1.581, 2.951, -0.374], [-0.391, 3.434, -1.575], [-0.439, 4.259, 2.103], [-0.904, 4.202, 4.512], [-0.425, 2.150, 5.814], [0.484, 0.171, 4.694], [-0.032, -1.892, 3.407], [1.628, -1.551, 3.968], [1.342, -2.670, 2.620], [3.346, 0.057, 2.709], [3.144, 0.577, 1.015], [3.360, -1.135, 1.379]],
  "nbo_charge": [0.794, -0.761, 0.732, -0.739, -0.063, -0.247, 0.005, -0.591, 0.083, -0.205, 0.740, -0.666, -0.848, 0.248, 0.185, 0.269, -0.925, 0.794, -0.944, -0.214, -0.219, -0.207, -0.208, -0.208, -0.374, 0.811, -0.949, -0.939, 0.213, 0.236, 0.224, 0.211, 0.264, 0.253, 0.213, 0.213, 0.210, 0.208, 0.244, 0.216, 0.245, 0.218, 0.243, 0.238],
  "homo_energy_ev": -4.963,
  "charge": -1,
  "lumo_energy_ev": 2.2,
  "relative_energy_kcal_mol": 3.9
}



{
  "formula": "C17H19F7O17S",
  "method": "ωB97M-V with the def2-TZVPD basis set",
  "symbols": ["O", "C", "C", "O", "S", "O", "O", "C", "C", "O", "C", "F", "F", "F", "H", "H", "H", "H", "H", "H", "H", "C", "C", "O", "C", "O", "O", "F", "H", "H", "H", "C", "C", "O", "C", "O", "O", "F", "H", "H", "H", "C", "C", "O", "C", "O", "O", "F", "H", "H", "H", "C", "C", "O", "C", "O", "O", "F", "H", "H", "H"],
  "xyz": [[-6.335, -2.566, 3.271], [-7.379, -2.345, 2.459], [-7.688, -3.213, 1.103], [-6.561, -3.195, 0.111], [-6.612, -1.638, -0.604], [-7.842, -1.500, -1.577], [-5.254, -1.495, -1.681], [-4.739, -0.095, -1.570], [-3.602, -0.117, -0.390], [-3.225, -1.507, -0.057], [-4.010, 0.674, 0.986], [-5.481, 0.858, 1.179], [-3.488, -0.063, 2.168], [-3.423, 2.047, 0.951], [-8.147, -1.478, 2.727], [-8.663, -2.888, 0.540], [-7.839, -4.363, 1.376], [-5.623, 0.667, -1.389], [-4.231, 0.251, -2.593], [-2.641, 0.398, -0.824], [-2.271, -1.520, 0.301], [-1.345, -3.501, 3.031], [0.094, -3.453, 3.417], [0.708, -2.816, 2.320], [-0.252, -2.001, 1.800], [-0.028, -1.090, 1.020], [-1.497, -2.322, 2.267], [0.605, -4.700, 3.526], [-1.589, -4.370, 2.410], [-2.009, -3.494, 3.900], [0.295, -2.886, 4.332], [1.214, 1.768, 0.126], [1.479, 1.629, -1.334], [1.641, 2.961, -1.767], [2.131, 3.629, -0.685], [2.653, 4.730, -0.739], [1.971, 2.911, 0.468], [0.410, 1.101, -1.971], [0.157, 1.953, 0.349], [1.544, 0.894, 0.694], [2.379, 1.052, -1.574], [5.925, 4.435, -3.160], [5.323, 4.105, -4.483], [5.535, 2.717, -4.606], [5.545, 2.246, -3.327], [5.429, 1.068, -3.031], [5.693, 3.255, -2.416], [5.987, 4.727, -5.483], [7.003, 4.620, -3.219], [5.446, 5.297, -2.688], [4.252, 4.322, -4.556], [4.493, -1.455, 0.656], [4.787, -0.118, 0.066], [4.918, 0.718, 1.193], [5.369, -0.097, 2.188], [5.861, 0.304, 3.230], [5.211, -1.418, 1.872], [3.744, 0.323, -0.673], [3.428, -1.599, 0.867], [4.839, -2.275, 0.021], [5.707, -0.082, -0.528]],
  "nbo_charge": [-0.502, 0.360, -0.220, -0.668, 1.626, -0.874, -0.661, -0.123, -0.015, -0.706, 0.966, -0.354, -0.334, -0.351, 0.163, 0.234, 0.253, 0.229, 0.241, 0.228, 0.502, -0.132, 0.440, -0.478, 0.970, -0.601, -0.471, -0.318, 0.212, 0.223, 0.163, -0.131, 0.422, -0.489, 0.964, -0.581, -0.471, -0.333, 0.202, 0.220, 0.190, -0.133, 0.439, -0.478, 0.967, -0.589, -0.470, -0.323, 0.203, 0.223, 0.163, -0.134, 0.441, -0.479, 0.956, -0.557, -0.474, -0.339, 0.203, 0.212, 0.178],
  "homo_energy_ev": -10.237,
  "charge": 0,
  "lumo_energy_ev": -0.6
}



{
  "formula": "C17H19N",
  "method": "ωB97M-V with the def2-TZVPD basis set",
  "symbols": ["C", "C", "C", "C", "C", "C", "C", "C", "C", "C", "N", "H", "H", "H", "H", "H", "H", "H", "H", "H", "H", "H", "C", "C", "C", "C", "C", "C", "C", "H", "H", "H", "H", "H", "H", "H", "H"],
  "xyz": [[-1.700, -1.675, 2.057], [-3.071, -1.205, 2.491], [-1.518, -1.362, 0.637], [-2.206, -0.321, -0.048], [-0.748, -2.084, -0.320], [-0.995, -1.516, -1.632], [0.282, -3.052, -0.068], [-0.439, -2.271, -2.679], [0.888, -3.635, -1.235], [0.448, -3.273, -2.525], [-1.893, -0.394, -1.448], [-0.836, -1.418, 2.728], [-1.804, -2.738, 1.981], [-3.799, -1.193, 1.648], [-2.650, 0.513, 0.248], [-2.456, 0.087, -2.103], [0.694, -3.371, 0.996], [-0.928, -1.870, -3.644], [1.726, -4.300, -1.086], [0.907, -3.577, -3.472], [-3.346, -0.256, 3.090], [-3.369, -2.110, 3.044], [0.839, 3.626, -1.726], [3.361, 1.920, 0.585], [2.725, 2.309, -0.582], [2.698, 2.030, 1.891], [1.504, 2.935, -0.502], [1.360, 2.374, 1.863], [0.802, 3.036, 0.731], [4.208, 1.367, 0.591], [3.311, 2.310, -1.502], [3.060, 1.687, 2.774], [0.828, 2.360, 2.821], [-0.284, 3.595, -1.885], [1.435, 3.355, -2.694], [-0.178, 3.458, 0.623], [1.144, 4.660, -1.647]],
  "lowdin_spin": [0.015, 0.024, 0.027, 0.147, 0.025, 0.017, 0.067, 0.065, 0.018, 0.050, 0.045, 0.013, 0.000, 0.002, 0.060, 0.053, 0.011, 0.016, 0.001, 0.003, 0.014, 0.001, 0.071, 0.017, 0.018, 0.024, 0.016, 0.023, 0.037, 0.005, 0.007, 0.004, 0.014, 0.040, 0.011, 0.036, 0.004],
  "s_squared": 0.7551,
  "homo_energy_ev": [0.975, -4.038],
  "charge": -1,
  "lumo_energy_ev": [3.6, 3.4],
  "spin_multiplicity": 2,
  "relative_energy_kcal_mol": 66.2
}



Number 1: E_tot -461090.3690 eV. Number 2: E_tot -486586.1087 eV. Number 3: E_tot -66281.7463 eV. Number 4: E_tot -90838.8571 eV. Number 5: E_tot -82595.9527 eV. Number 6: E_tot -19423.3346 eV.